{"formula": "C20H27Cl10N3S", "method": "ωB97M-V with the def2-TZVPD basis set", "species": ["C", "C", "C", "C", "C", "N", "C", "C", "N", "C", "C", "N", "C", "S", "H", "H", "H", "H", "H", "H", "H", "Cl", "C", "C", "Cl", "H", "H", "H", "H", "Cl", "C", "C", "Cl", "H", "H", "H", "H", "Cl", "C", "C", "Cl", "H", "H", "H", "H", "Cl", "C", "C", "Cl", "H", "H", "H", "H", "Cl", "C", "C", "Cl", "H", "H", "H", "H"], "positions_angstrom": [[4.42362, -1.38188, 0.70903], [2.95687, -1.76630, 0.55186], [2.55764, -3.11239, 0.26726], [1.23357, -3.38674, 0.11402], [0.21447, -2.40711, 0.26150], [-1.08237, -2.80122, 0.09055], [-1.90687, -1.79460, 0.25383], [-1.53361, -0.45934, 0.60678], [-0.28546, -0.08778, 0.77345], [0.61332, -1.09703, 0.57293], [2.00393, -0.79345, 0.69894], [2.48887, 0.54596, 0.99341], [2.21206, 1.38568, 0.15184], [1.56272, 2.61441, -0.59099], [5.03247, -2.29043, 0.61225], [4.66017, -0.68153, -0.10165], [4.63468, -0.95468, 1.69813], [3.28230, -3.92733, 0.16856], [0.96121, -4.41637, -0.13338], [-2.97494, -2.00148, 0.12449], [-2.32652, 0.30771, 0.74323], [8.21240, -0.85276, 2.92052], [8.52727, 0.85539, 2.52070], [7.30436, 1.54376, 1.96824], [6.86264, 0.93321, 0.35470], [9.35601, 0.88939, 1.81689], [8.84001, 1.34458, 3.44246], [7.49755, 2.61057, 1.86175], [6.44464, 1.41658, 2.62321], [-6.27772, 1.53813, -1.14904], [-6.74407, 1.05878, 0.50097], [-5.65709, 1.34962, 1.50530], [-4.22431, 0.30703, 1.27821], [-7.00103, 0.00169, 0.48174], [-7.64058, 1.62337, 0.75593], [-6.02917, 1.16417, 2.51233], [-5.32569, 2.38421, 1.44883], [-3.84114, 2.41034, -2.75608], [-2.27239, 2.63867, -3.56891], [-1.23111, 3.20979, -2.64030], [-1.58177, 4.89895, -2.18946], [-2.43059, 3.27803, -4.43507], [-1.95232, 1.65870, -3.92142], [-0.25902, 3.20891, -3.13232], [-1.15150, 2.62680, -1.72489], [-9.41301, 3.87669, 0.34567], [-8.30302, 4.90104, -0.60438], [-8.89681, 5.31174, -1.92938], [-9.05892, 3.93376, -3.04386], [-7.37230, 4.35286, -0.73907], [-8.09686, 5.78582, -0.00310], [-8.24437, 6.03740, -2.41359], [-9.87866, 5.76414, -1.80659], [3.14626, -7.31975, 0.40642], [4.71358, -7.03527, -0.39199], [5.74471, -6.48157, 0.55996], [5.35658, -4.81885, 1.07033], [4.54597, -6.36440, -1.23212], [5.05053, -7.99491, -0.78198], [6.71696, -6.44537, 0.06993], [5.83584, -7.09531, 1.45344]], "multiplicity": 1, "largest_force_ev_per_a": 2.1, "homo_energy_ev": -8.5, "lumo_ha": -0.0005, "charge": 0, "orbital_gap_ev": 8.52, "energy_ha": -5942.6550}

{"formula": "C44H40N5O12", "method": "ωB97M-V with the def2-TZVPD basis set", "species": ["N", "C", "N", "N", "C", "C", "C", "C", "N", "C", "C", "N", "C", "H", "H", "H", "H", "H", "H", "H", "H", "H", "H", "H", "H", "H", "H", "H", "H", "C", "C", "C", "O", "C", "C", "C", "O", "H", "H", "H", "H", "C", "C", "C", "O", "C", "C", "C", "O", "H", "H", "H", "H", "C", "C", "C", "O", "C", "C", "C", "O", "H", "H", "H", "H", "C", "C", "C", "O", "C", "C", "C", "O", "H", "H", "H", "H", "C", "C", "C", "O", "C", "C", "C", "O", "H", "H", "H", "H", "C", "C", "C", "O", "C", "C", "C", "O", "H", "H", "H", "H"], "positions_angstrom": [[0.14753, -5.74869, 1.64794], [0.82429, -4.52219, 1.68630], [1.23464, -4.03899, 3.05453], [1.04884, -3.84732, 0.35865], [1.11021, -2.34310, 0.44035], [-0.14007, -1.62235, 1.21326], [-1.50250, -1.43988, 0.29534], [-2.24050, -2.91722, 0.12731], [-3.61700, -2.93481, 0.75367], [-4.13220, -2.28326, 2.01828], [-5.70031, -2.78242, 1.98803], [-5.97345, -3.63376, 0.76689], [-4.66955, -3.72307, 0.00647], [-0.08920, -6.00437, 0.66477], [1.70550, -3.10910, 3.04770], [0.34239, -4.02043, 3.62408], [0.35935, -4.12892, -0.37453], [2.15051, -2.04773, 0.91237], [1.14245, -1.92530, -0.67720], [-0.43954, -2.09859, 2.23919], [0.21938, -0.51117, 1.46398], [-2.20170, -0.63275, 0.81317], [-1.14702, -1.01668, -0.75798], [-1.62629, -3.80722, 0.57206], [-2.35132, -3.09062, -1.02766], [-3.53867, -1.61446, 2.77383], [-6.50453, -2.53882, 2.80771], [-6.87397, -4.07923, 0.47932], [-4.41832, -4.30885, -0.99037], [4.79092, 1.68043, -0.80341], [3.65424, 1.16179, -0.32877], [2.50506, 0.89436, -1.21595], [1.46359, 0.42154, -0.78203], [2.66114, 1.22058, -2.64739], [3.79782, 1.73922, -3.12203], [4.94700, 2.00664, -2.23485], [5.98847, 2.47947, -2.66877], [5.64302, 1.88340, -0.16624], [3.52438, 0.91640, 0.71848], [1.80904, 1.01761, -3.28456], [3.92767, 1.98460, -4.16929], [-7.92429, -0.56805, -1.93979], [-7.99270, -1.43553, -0.92533], [-9.24801, -2.14384, -0.60641], [-9.31206, -2.93650, 0.32316], [-10.42366, -1.85777, -1.45248], [-10.35524, -0.99029, -2.46693], [-9.09993, -0.28198, -2.78586], [-9.03588, 0.51067, -3.71543], [-7.01162, -0.03956, -2.18673], [-7.13901, -1.65671, -0.29597], [-11.33633, -2.38626, -1.20553], [-11.20894, -0.76911, -3.09630], [6.60225, -3.31477, 1.12853], [7.23622, -4.47896, 0.95801], [6.54387, -5.65214, 0.38922], [7.12280, -6.71866, 0.23466], [5.12510, -5.48859, 0.01488], [4.49113, -4.32440, 0.18539], [5.18348, -3.15123, 0.75418], [4.60455, -2.08470, 0.90874], [7.09510, -2.44477, 1.54499], [8.27693, -4.61468, 1.22693], [4.63224, -6.35859, -0.40159], [3.45042, -4.18868, -0.08353], [-0.72744, 2.10415, -1.96999], [-2.03031, 1.83721, -1.83730], [-3.03531, 2.91825, -1.81425], [-4.22782, 2.67496, -1.69083], [-2.54521, 4.30479, -1.94507], [-1.24234, 4.57174, -2.07776], [-0.23734, 3.49069, -2.10081], [0.95517, 3.73398, -2.22423], [0.02282, 1.32312, -1.98806], [-2.40570, 0.82546, -1.74100], [-3.29548, 5.08583, -1.92700], [-0.86696, 5.58348, -2.17406], [-3.33987, 6.43147, 1.41586], [-3.55215, 6.68827, 2.71020], [-4.86439, 7.16291, 3.19184], [-5.05899, 7.40011, 4.37606], [-5.93278, 7.34111, 2.18856], [-5.72050, 7.08431, 0.89422], [-4.40826, 6.60967, 0.41258], [-4.21366, 6.37247, -0.77164], [-2.38321, 6.08343, 1.04584], [-2.77893, 6.56182, 3.45850], [-6.88944, 7.68916, 2.55858], [-6.49372, 7.21076, 0.14592], [9.16423, 0.44924, -0.46170], [9.48514, 1.69194, -0.83462], [10.10764, 2.63896, 0.11134], [10.39986, 3.77720, -0.22856], [10.36312, 2.15929, 1.48410], [10.04221, 0.91660, 1.85702], [9.41971, -0.03042, 0.91106], [9.12749, -1.16866, 1.25096], [8.70643, -0.25768, -1.14281], [9.30481, 2.05856, -1.83806], [10.82092, 2.86622, 2.16521], [10.22254, 0.54998, 2.86045]], "multiplicity": 1, "largest_force_ev_per_a": 7.0, "homo_energy_ev": -11.3, "lumo_ha": -0.1460, "charge": 1, "orbital_gap_ev": 7.34, "energy_ha": -2876.6353}

{"formula": "C5H21NO5", "method": "ωB97M-V with the def2-TZVPD basis set", "species": ["C", "C", "C", "C", "N", "C", "O", "H", "H", "H", "H", "H", "H", "H", "H", "H", "H", "H", "H", "H", "O", "H", "H", "O", "H", "H", "O", "H", "H", "O", "H", "H"], "positions_angstrom": [[1.76974, 1.38144, 0.18082], [0.37565, 2.04609, 0.10066], [-0.02737, 2.15568, -1.34950], [-0.77591, 1.40589, 0.95197], [-0.63778, 1.79861, 2.33182], [-0.78151, -0.08801, 0.63982], [-2.03188, -0.62949, 0.19140], [2.16794, 1.39518, 1.23059], [2.46726, 1.92889, -0.45979], [1.85497, 0.37615, -0.27427], [0.50141, 3.10147, 0.45173], [-1.07450, 2.36583, -1.67702], [0.12638, 1.19896, -1.89340], [0.55094, 2.94617, -1.83937], [-1.70497, 1.81938, 0.42043], [-1.39646, 1.48789, 2.92001], [0.27047, 1.42695, 2.73635], [-0.12042, -0.22243, -0.25193], [-0.45825, -0.84383, 1.34497], [-2.68618, 0.08164, 0.07702], [0.47087, -3.25691, 0.69838], [-0.46625, -3.12169, 0.49428], [0.86851, -3.08472, -0.18245], [-1.64728, -1.03424, -2.38349], [-2.15154, -1.31357, -3.13535], [-2.28648, -1.09267, -1.64084], [0.62976, -2.28986, -1.86775], [-0.17243, -1.84663, -2.21137], [1.35290, -2.28487, -2.48925], [2.01784, -1.86197, 2.42209], [1.71051, -2.66731, 1.93324], [1.28408, -1.27805, 2.53020]], "multiplicity": 1, "largest_force_ev_per_a": 2.5, "homo_energy_ev": -9.4, "smiles": "CC(C)[C@H](N)CO.O.O.O.O", "lumo_ha": 0.0070, "charge": 0, "e_above_lowest_kj_mol": 97.7, "orbital_gap_ev": 9.59, "energy_ha": -634.0247}

{"formula": "C5H12IP", "method": "ωB97M-V with the def2-TZVPD basis set", "species": ["C", "C", "C", "C", "C", "P", "I", "H", "H", "H", "H", "H", "H", "H", "H", "H", "H", "H", "H"], "positions_angstrom": [[1.09370, 1.37009, 0.25905], [-1.40691, 1.71531, 0.02958], [-0.68907, -0.36035, 1.02860], [1.82893, -2.79946, -0.59832], [-0.31340, 0.73110, 0.03888], [-0.13185, -0.13746, -1.72220], [-2.18777, -1.23166, -2.15370], [1.08558, 2.26688, -0.34485], [1.13031, 1.83261, 1.31794], [1.76901, 0.68138, 0.07432], [-2.32867, 1.38732, -0.38820], [-1.22097, 2.57129, -0.67872], [-1.52015, 2.01782, 1.03544], [-1.43341, -1.06757, 0.56602], [0.21447, -0.91189, 1.29099], [-1.10057, 0.10132, 1.84245], [1.65297, -2.27709, -1.55348], [1.02456, -3.38151, -0.21168], [2.53324, -2.50814, 0.16789]], "multiplicity": 1, "largest_force_ev_per_a": 7.0, "homo_energy_ev": [-8.8, -8.0], "lumo_ha": [-0.0379, 0.0001], "charge": 0, "e_above_lowest_kj_mol": 285.8, "orbital_gap_ev": [7.75, 7.98], "energy_ha": -836.6229}